Entry from the OMol25 dataset: an isolated molecule of C2H5N2OP in a non-equilibrium geometry (wB97M-V/def2-TZVPD).

Net charge: 0
Electronic energy: -16468.229 eV
Energy above the lowest of the compared OMol25 structures with the same formula, charge and spin: 304.7 kJ/mol
Orbital gap: 0.3712 Ha
HOMO: -9.43 eV

Cartesian coordinates (Å):
C -0.781 0.445 0.037
C -0.372 -0.805 -0.678
N 1.321 -0.034 0.975
N 0.230 0.507 1.216
O 0.003 1.122 2.271
P 1.475 -0.871 -0.520
H -0.361 1.357 -0.451
H -1.787 0.420 0.363
H -0.800 -1.815 -0.257
H -0.759 -0.760 -1.764
H 1.832 0.432 -1.193